Entry from OMol25: a structure of composition CH14N2O5 in a non-equilibrium geometry (wB97M-V/def2-TZVPD).

Geometry (Å):
N  1.990  2.252  -0.340
C  0.839  1.337  -0.549
N  0.468  0.649  0.661
H  1.734  2.903  0.399
H  0.016  2.014  -0.829
H  0.993  0.678  -1.400
H  0.893  -0.285  0.605
H  -2.728  1.156  -0.787
H  -1.226  -1.987  -1.136
O  -2.071  0.905  -0.129
H  -2.278  -0.877  -0.768
H  -2.914  0.210  2.799
O  -2.176  0.073  2.195
H  -0.546  0.528  0.630
H  -2.384  0.633  1.375
O  -2.116  -1.672  -1.308
H  1.538  -1.861  -0.442
H  0.839  -3.333  -0.025
O  0.622  -2.483  -0.398
H  3.325  -1.465  -0.301
H  2.701  1.660  0.095
O  2.480  -1.036  -0.347

Calculated values
Orbital gap ... 3.76 eV
E_tot ... -14473.2919 eV
Strongest force on any atom ... 3.410 eV/A
Spin multiplicity ... 1

These are the Löwdin partial charges, in e, on atoms 1 to 5: number 1, N, carries 0.0768; number 2, C, carries -0.3054; number 3, N, carries 0.2523; number 4, H, carries 0.0773; number 5, H, carries 0.1189